Computed, not measured: 8 unconnected molecules or ions with the total composition C48H120N8O16 at a distorted geometry, with ωB97M-V with the def2-TZVPD basis set.

```
192
Properties=species:S:1:pos:R:3:forces:R:3
C -19.102 11.630 13.081 0.14 -0.81 0.21
O -17.928 12.114 13.689 0.58 0.82 0.14
C -18.082 12.749 14.964 0.58 -0.36 0.03
C -16.736 13.326 15.503 -1.12 -0.13 -1.72
N -16.348 14.538 14.711 0.08 -1.07 1.20
C -15.055 15.057 15.113 -0.43 2.39 -1.79
C -14.700 16.215 14.076 0.32 -1.13 1.30
O -14.497 15.584 12.830 1.21 0.48 -1.53
C -13.689 16.375 11.871 -0.84 0.05 1.16
H -18.804 10.942 12.290 0.24 0.42 -0.36
H -19.762 12.403 12.686 0.01 0.18 0.03
H -19.657 10.954 13.731 -0.30 0.27 0.55
H -18.445 11.978 15.644 -0.10 0.04 0.37
H -18.808 13.561 14.932 -0.16 0.08 -0.13
H -16.002 12.520 15.503 0.35 -0.04 -0.31
H -16.893 13.547 16.558 -0.04 0.55 -0.02
H -16.288 14.366 13.718 -0.30 -0.64 -0.14
H -14.188 14.402 15.024 -0.11 -0.51 0.49
H -15.203 15.524 16.086 0.57 -0.21 0.26
H -13.782 16.683 14.432 0.29 0.12 -0.06
H -15.469 16.987 14.069 -0.28 -0.05 -0.31
H -13.199 15.825 11.067 -0.58 -0.81 0.27
H -12.863 16.868 12.384 -0.11 0.15 0.32
H -14.340 17.119 11.414 0.05 0.20 -0.05
C -22.996 13.831 14.703 -0.01 -1.19 -0.34
O -22.924 12.569 15.377 -0.07 0.43 0.21
C -24.204 12.009 15.697 0.67 0.25 -0.54
C -24.030 10.801 16.619 -1.46 2.19 -1.01
N -23.347 9.737 15.984 1.49 -1.24 0.84
C -23.053 8.714 17.006 0.11 -0.06 0.20
C -22.319 7.506 16.497 0.82 -0.22 -0.53
O -20.950 7.818 16.084 -0.51 -0.20 -0.55
C -20.186 6.669 15.656 -0.72 0.08 0.65
H -23.605 14.577 15.214 0.21 0.08 0.47
H -23.460 13.706 13.725 -0.10 -0.11 -0.26
H -21.967 14.141 14.522 -0.14 0.23 0.27
H -24.693 11.735 14.762 -0.23 -0.11 -0.11
H -24.780 12.787 16.199 -0.33 -0.03 0.15
H -25.056 10.477 16.795 -0.07 -0.07 0.55
H -23.608 11.280 17.502 0.37 -0.68 0.63
H -22.422 10.066 15.748 0.18 0.28 -0.62
H -23.995 8.374 17.439 -0.17 -0.19 -0.13
H -22.495 9.101 17.859 0.21 0.46 0.14
H -22.947 7.106 15.701 0.43 -0.25 -0.53
H -22.262 6.749 17.280 -0.04 -0.08 0.20
H -20.520 6.208 14.727 -0.62 0.07 -0.02
H -20.244 5.948 16.472 0.12 -0.39 -0.11
H -19.132 6.869 15.462 -0.12 0.78 0.40
C -17.482 6.900 9.003 0.37 0.31 -0.48
O -18.775 7.125 8.497 -1.23 1.70 0.88
C -19.485 8.156 9.258 -0.40 0.11 0.39
C -19.446 9.642 8.768 2.24 -1.57 -1.48
N -18.146 10.359 8.961 -1.12 -1.28 -0.04
C -18.271 11.744 8.555 1.10 -0.38 0.99
C -16.893 12.404 8.565 -0.70 1.04 0.40
O -16.458 12.756 9.920 -2.11 -1.55 -1.31
C -15.221 13.304 9.950 2.15 0.29 0.39
H -16.867 7.790 8.870 0.17 0.12 0.03
H -17.051 6.102 8.399 0.00 -0.10 0.23
H -17.486 6.650 10.064 -0.07 -0.25 0.11
H -19.249 8.074 10.319 0.71 0.05 0.19
H -20.540 7.885 9.306 -0.10 -0.23 -0.69
H -20.359 10.208 8.952 -0.04 0.03 0.71
H -19.411 9.475 7.692 -0.56 0.20 -0.39
H -17.802 10.255 9.905 -0.08 0.31 0.22
H -18.967 12.211 9.252 -0.15 0.81 -0.24
H -18.646 11.777 7.532 -0.11 0.07 0.01
H -16.968 13.323 7.985 -0.01 0.35 0.04
H -16.213 11.775 7.990 0.44 -0.31 0.57
H -15.133 14.232 9.384 -0.10 0.37 -0.12
H -14.431 12.642 9.596 0.04 -0.37 -0.58
H -14.891 13.462 10.977 -0.50 0.39 0.23
C -20.723 16.360 16.546 0.22 -0.04 0.84
O -19.738 17.334 16.278 -0.06 0.40 -1.16
C -18.412 16.981 16.594 1.04 0.66 0.64
C -17.322 17.925 15.966 -0.74 0.26 -0.39
N -17.401 19.357 16.319 -0.14 -0.27 1.02
C -16.878 19.629 17.666 -0.45 1.31 0.02
C -16.963 21.158 17.992 0.44 -0.79 -0.57
O -16.418 21.901 16.901 0.25 0.30 -0.72
C -16.480 23.338 17.027 -0.52 -1.39 1.38
H -20.791 16.174 17.618 0.15 -0.11 0.34
H -20.534 15.393 16.081 0.13 -0.03 -0.33
H -21.715 16.725 16.279 0.26 0.21 -0.43
H -18.125 15.981 16.270 -0.24 -0.27 -0.26
H -18.339 16.997 17.681 0.25 -0.06 0.34
H -17.406 17.759 14.892 -0.44 0.57 -0.33
H -16.297 17.582 16.106 0.02 -0.68 0.85
H -16.723 19.927 15.833 -0.25 -0.26 -1.22
H -15.814 19.398 17.731 0.29 -0.39 0.06
H -17.396 19.104 18.468 -0.13 -0.11 -0.13
H -16.323 21.252 18.869 -0.12 0.50 0.33
H -17.983 21.481 18.198 -0.12 0.01 0.03
H -15.829 23.620 17.855 0.24 0.34 -0.07
H -17.496 23.566 17.349 -0.18 0.44 -0.20
H -16.222 23.887 16.121 0.06 -0.56 -0.09
C -17.496 21.167 12.922 0.08 0.07 0.44
O -17.636 21.065 11.543 -1.14 -0.27 -1.87
C -18.717 20.188 11.016 1.59 -0.61 1.66
C -18.579 18.702 11.523 -0.27 0.77 -1.48
N -17.609 17.872 10.733 -0.90 1.37 0.22
C -17.395 16.577 11.312 -0.89 -0.68 1.44
C -18.548 15.574 11.166 0.32 0.13 -0.99
O -19.785 15.942 11.801 1.01 -0.22 0.44
C -19.722 15.734 13.216 -0.28 0.65 -0.30
H -18.357 21.570 13.455 -0.61 -0.36 -0.04
H -16.739 21.926 13.119 0.46 -0.21 -0.12
H -17.195 20.209 13.347 0.02 0.10 0.38
H -18.683 20.223 9.928 0.36 0.09 0.05
H -19.677 20.595 11.333 -0.09 -0.01 0.24
H -19.599 18.341 11.393 0.21 -0.54 0.11
H -18.344 18.673 12.587 -0.09 0.04 0.23
H -16.732 18.370 10.777 0.15 0.04 -0.40
H -17.302 16.639 12.397 0.22 0.35 0.65
H -16.423 16.149 11.065 -0.20 -0.14 -0.71
H -18.143 14.621 11.506 -0.31 -0.31 0.38
H -18.788 15.427 10.113 -0.13 0.11 -0.13
H -20.513 16.321 13.681 -0.30 -0.21 -0.15
H -18.818 16.145 13.665 0.31 -0.28 -0.07
H -19.826 14.675 13.451 0.04 -0.03 0.04
C -13.735 28.234 11.295 0.16 0.97 1.80
O -15.044 27.709 11.183 0.05 0.07 -0.62
C -15.487 27.824 9.855 -1.14 -0.41 0.46
C -17.047 27.793 9.835 0.55 -0.64 -1.56
N -17.621 26.405 9.794 0.52 2.31 1.72
C -17.316 25.529 10.887 -1.67 -1.39 0.28
C -18.311 24.344 11.042 1.87 0.21 -0.73
O -19.588 24.752 11.385 0.98 0.63 -0.02
C -20.449 23.667 11.371 -2.79 -0.92 -0.59
H -13.545 28.320 12.365 0.18 -0.65 0.10
H -13.735 29.299 11.061 0.09 0.01 -0.88
H -12.924 27.678 10.826 -0.30 -0.11 -0.30
H -15.075 27.002 9.269 -0.13 -0.19 -0.33
H -15.147 28.741 9.375 -0.12 0.25 0.13
H -17.431 28.350 8.980 0.17 -0.42 -0.50
H -17.529 28.369 10.624 0.19 -0.46 0.82
H -18.564 26.371 9.433 -0.42 -0.40 -0.44
H -17.525 26.094 11.795 0.63 0.67 0.26
H -16.292 25.156 10.851 0.14 0.37 0.09
H -17.871 23.701 11.805 -0.01 -0.23 0.00
H -18.264 23.819 10.089 -0.40 -0.53 -0.12
H -21.447 24.060 11.567 0.07 0.03 0.27
H -20.330 22.795 12.014 0.89 0.47 0.75
H -20.569 23.191 10.397 0.46 0.25 -0.58
C -14.968 20.263 10.365 -0.15 -0.05 -0.30
O -15.223 19.085 9.609 -0.24 -0.07 0.83
C -14.873 19.117 8.260 0.47 -1.46 -1.40
C -15.149 17.724 7.541 0.53 0.84 1.30
N -16.560 17.539 7.371 -0.72 0.36 -0.31
C -16.910 16.249 6.793 -0.12 0.32 -0.58
C -18.376 16.238 6.231 0.35 -1.72 1.46
O -18.752 14.843 6.160 -0.11 0.26 -0.57
C -19.964 14.596 5.429 0.96 0.93 0.36
H -13.969 20.684 10.256 0.43 -0.42 -0.26
H -15.111 19.994 11.411 -0.08 0.08 -0.06
H -15.654 21.068 10.103 -0.26 -0.08 0.00
H -13.803 19.322 8.239 0.19 0.24 -0.54
H -15.458 19.824 7.671 0.03 0.50 0.17
H -14.744 16.928 8.166 0.39 -0.22 0.42
H -14.616 17.611 6.597 -0.05 0.57 -0.16
H -16.925 17.483 8.312 -0.49 0.56 0.32
H -16.695 15.517 7.571 -0.88 -0.68 0.00
H -16.176 15.974 6.035 -0.19 0.23 -0.49
H -18.566 16.764 5.296 0.57 -0.04 -0.27
H -19.059 16.666 6.964 0.16 0.43 0.23
H -20.210 13.545 5.579 -0.10 0.23 -0.22
H -19.820 14.887 4.388 0.11 -0.52 -0.35
H -20.755 15.271 5.753 -0.34 -0.19 0.51
C -20.442 20.590 6.848 -0.25 1.56 -0.39
O -21.494 19.836 7.325 -1.07 -0.78 0.25
C -21.057 18.636 7.919 1.26 -0.35 -0.87
C -22.149 17.818 8.509 -0.56 0.90 0.34
N -22.991 18.579 9.457 -0.23 -1.31 0.25
C -22.319 18.917 10.724 -0.39 0.73 -0.93
C -23.188 19.844 11.616 0.16 -0.99 -0.42
O -23.045 21.244 11.414 0.88 -0.71 2.52
C -23.195 21.798 10.187 -0.90 0.64 -1.45
H -20.098 21.239 7.654 0.99 -0.30 0.34
H -20.835 21.341 6.164 -0.27 -0.23 -0.40
H -19.679 20.029 6.309 0.23 -0.12 0.35
H -20.207 18.817 8.577 0.01 0.24 0.50
H -20.645 17.988 7.145 0.33 0.02 -0.39
H -21.657 16.940 8.927 -0.25 -0.01 0.58
H -22.716 17.440 7.658 -0.60 0.11 0.23
H -23.294 19.426 8.997 0.00 0.04 -0.10
H -21.392 19.408 10.426 0.43 0.41 0.65
H -22.036 18.010 11.259 -0.22 -0.11 0.00
H -23.001 19.601 12.662 0.62 0.64 0.08
H -24.225 19.513 11.552 -0.37 0.23 -0.70
H -22.402 21.566 9.475 0.08 -0.38 -0.24
H -23.220 22.884 10.270 0.22 0.11 0.36
H -24.182 21.572 9.785 -0.10 -0.36 -0.53
```
Forces are in eV/Å.

Output
ΔE to the lowest compared entry with this formula, charge and spin in kJ/mol: 81.4
E_HOMO (spin up / spin down) in eV: -9.68 / -9.68
Total charge: +1
Multiplicity: 2